Entry 1
17
Properties=species:S:1:pos:R:3 method="wB97M-V/def2-TZVPD" molar_mass_g_mol=111.1 smiles="C=C1CON=C[C@@H]1C" charge=0 e_homo_ev=-9.102
C 1.313 -1.326 -0.441
C 0.431 -0.587 0.321
C -0.123 -1.066 1.649
O -0.876 0.099 2.126
N -2.015 0.407 1.402
C -1.687 0.596 0.180
C -0.153 0.683 -0.232
C 0.392 1.004 -1.534
H 1.459 -2.260 0.073
H 1.751 -1.148 -1.287
H -0.697 -2.023 1.598
H 0.872 -1.060 2.422
H -2.355 0.766 -0.642
H -0.010 1.750 0.357
H -0.124 1.993 -1.945
H 1.479 1.738 -1.342
H 0.343 0.435 -2.705


Entry 2
17
Properties=species:S:1:pos:R:3 method="wB97M-V/def2-TZVPD" molar_mass_g_mol=111.1 smiles="C=C/N=C(/O)C(=C)C" charge=0 e_homo_ev=-9.036
C -2.359 0.562 1.896
C -1.304 0.943 1.187
N 0.183 0.375 1.459
C 0.921 -0.058 0.546
O 2.221 -0.371 0.777
C 0.539 -0.306 -0.928
C -0.688 -0.092 -1.333
C 1.658 -0.802 -1.800
H -2.458 -0.452 2.261
H -3.169 1.235 2.119
H -1.200 1.964 0.840
H 2.393 -0.217 1.718
H -1.393 0.390 -0.466
H -1.172 -0.375 -2.249
H 2.459 -0.061 -1.845
H 2.074 -1.719 -1.375
H 1.295 -1.015 -2.806


Most stable structure: entry 2


Entry 1
17
Properties=species:S:1:pos:R:3 method="wB97M-V/def2-TZVPD" molar_mass_g_mol=111.1 charge=0 e_homo_ev=-8.098
C 0.779 -2.181 0.103
C -0.150 -1.061 0.731
C -0.989 0.929 0.426
C -0.765 1.126 -1.067
C 0.500 1.363 0.507
C 0.612 -0.714 -0.558
H 0.557 -3.050 -0.528
H 1.569 -2.336 0.838
H 0.501 -0.762 1.562
H -1.707 1.641 0.914
H -1.337 0.454 -1.730
H -0.917 2.187 -1.376
H 0.691 2.438 0.439
H 1.116 0.805 1.222
H 0.155 -1.182 -1.444
N 0.758 0.759 -0.858
O -1.374 -0.416 0.819


Entry 2
17
Properties=species:S:1:pos:R:3 method="wB97M-V/def2-TZVPD" molar_mass_g_mol=111.1 charge=0 e_homo_ev=-6.809
C -2.270 -0.230 -0.438
C 0.771 -1.903 -0.003
N -0.207 1.555 0.140
C -0.922 0.120 0.066
C 1.051 0.754 0.130
C 0.336 -0.481 -0.012
C 2.272 1.281 0.247
O -1.038 1.232 1.259
H -0.344 2.478 -0.264
H -2.196 -0.847 -1.332
H -2.830 0.674 -0.682
H -2.837 -0.761 0.331
H 1.103 -2.242 0.986
H 1.599 -2.069 -0.698
H -0.052 -2.556 -0.312
H 2.417 2.349 0.331
H 3.146 0.645 0.249


Most stable structure: entry 2


Entry 1
17
Properties=species:S:1:pos:R:3 method="wB97M-V/def2-TZVPD" molar_mass_g_mol=111.1 smiles=N[C@H]1[C@@H]2[C@@H]3C[C@H]1O[C@@H]32 charge=0 e_homo_ev=-9.024
N 2.267 -0.110 -0.216
C 0.756 0.240 -0.759
C -0.276 -0.941 -0.946
C -1.560 -0.406 -0.209
C -1.409 0.986 -0.155
C 0.115 1.034 0.213
O 0.255 -0.087 1.281
C -0.462 -1.013 0.572
H 2.134 -0.239 1.007
H 2.758 0.739 -0.028
H 0.912 0.703 -1.811
H 0.029 -1.840 -1.298
H -2.685 -0.662 -0.217
H -2.381 1.301 0.445
H -1.453 1.832 -0.988
H 0.461 2.046 0.679
H -0.675 -1.808 1.171


Entry 2
17
Properties=species:S:1:pos:R:3 method="wB97M-V/def2-TZVPD" molar_mass_g_mol=111.1 charge=0 e_homo_ev=-8.588
C -1.612 -0.437 -0.163
C -0.308 -0.007 0.173
C 0.726 -0.847 -0.774
C 1.812 -0.256 0.207
C 1.559 1.174 -0.172
C 0.276 1.354 -0.106
H -3.737 -0.334 0.494
H -1.431 -0.363 -1.347
H -1.637 -1.369 0.218
H 0.801 -0.554 -1.797
H 0.874 -1.944 -0.784
H 2.602 -0.600 0.812
H 0.607 0.126 2.141
H 2.384 1.823 -0.174
H -0.658 2.203 -0.120
N 0.649 -0.503 1.187
O -2.906 0.533 0.204


Most stable structure: entry 1


Entry 1
20
Properties=species:S:1:pos:R:3 method="wB97M-V/def2-TZVPD" molar_mass_g_mol=116.2 charge=+2 e_homo_ev="-18.540 / -16.765"
C 2.912 -1.051 -1.631
C 3.743 -1.300 0.722
C -2.508 2.074 1.284
C -2.885 0.817 0.525
N 3.191 -1.340 -0.370
N 1.617 -0.743 -1.904
N 0.754 -0.634 -0.970
N -1.888 -0.239 0.323
H 3.773 -1.307 -2.231
H 3.480 -1.942 1.467
H 4.525 -0.620 1.094
H -3.171 2.820 1.083
H -2.476 1.909 2.328
H -1.376 2.379 1.092
H -3.396 1.120 -0.341
H -3.856 0.419 0.925
H 1.564 -0.494 -2.848
H -0.136 -0.172 -1.163
H -1.840 -0.876 1.103
H -2.029 -0.821 -0.488


Entry 2
20
Properties=species:S:1:pos:R:3 method="wB97M-V/def2-TZVPD" molar_mass_g_mol=116.2 charge=+2 e_homo_ev=-19.193
C -0.968 2.119 3.335
N -0.232 1.256 2.845
C 0.558 0.359 2.461
N 0.882 0.068 1.185
N 0.334 0.758 0.136
N -0.382 -0.195 -0.912
C 0.463 -1.070 -1.778
C -0.345 -1.431 -3.014
H -2.017 1.921 3.543
H -0.587 3.116 3.567
H 1.062 -0.239 3.222
H 1.663 -0.572 1.045
H 1.036 1.263 -0.416
H -1.087 -0.747 -0.401
H -0.894 0.471 -1.519
H 1.357 -0.516 -2.071
H 0.748 -1.964 -1.222
H -1.250 -1.977 -2.761
H -0.602 -0.547 -3.593
H 0.259 -2.071 -3.652


Entry 3
20
Properties=species:S:1:pos:R:3 method="wB97M-V/def2-TZVPD" molar_mass_g_mol=116.2 charge=+2 e_homo_ev=-17.171
C 2.705 0.697 1.134
C 2.459 -0.911 2.923
C -3.208 -0.502 -1.743
C -1.933 -1.035 -1.415
N 2.556 -0.283 1.872
N 1.886 1.157 0.189
N 0.647 0.357 -0.070
N -0.458 0.927 -0.753
H 3.604 1.266 1.272
H 2.599 -2.047 2.892
H 1.938 -0.462 3.817
H -4.015 -0.315 -0.995
H -3.170 0.490 -2.121
H -3.589 -1.114 -2.681
H -1.282 -1.314 -2.192
H -1.858 -1.461 -0.418
H 2.136 2.005 -0.363
H 0.375 -0.149 0.789
H -1.160 1.634 -0.403
H -0.232 1.060 -1.733


Most stable structure: entry 2